No. 1
9
Properties=species:S:1:pos:R:3:lowdin_charge:R:1 method="wB97M-V/def2-TZVPD" orbital_gap_ev="8.567 / 9.136" e_homo_ev="-8.670 / -8.756" charge=0 relative_energy_kcal_mol=131.86
F -0.17 -2.36 -2.53 -0.0440
F -1.61 1.20 0.29 0.1135
C -0.38 1.06 0.61 -0.2033
C -0.17 -1.65 -1.39 0.0003
C 0.54 1.42 1.39 -0.0119
H 0.30 -0.79 -1.31 -0.0305
H -0.21 -2.18 -0.45 0.0555
H 0.23 2.34 1.96 0.0887
H 1.47 0.96 1.43 0.0317

=====

No. 2
8
Properties=species:S:1:pos:R:3:lowdin_charge:R:1 method="wB97M-V/def2-TZVPD" orbital_gap_ev=7.623 e_homo_ev=-8.889 charge=0 relative_energy_kcal_mol=56.21
Cl -1.48 -3.29 0.04 0.2002
Cl -1.91 -0.09 0.58 0.2584
Si 2.35 2.74 1.10 0.5065
Si -0.95 -1.40 -0.55 -0.3119
H 0.77 2.98 1.34 -0.2419
H 2.30 1.45 0.09 -0.2424
H 0.37 -0.75 -0.64 -0.0932
H -1.44 -1.65 -1.97 -0.0756

=====

No. 3
96
Properties=species:S:1:pos:R:3:lowdin_charge:R:1 method="wB97M-V/def2-TZVPD" orbital_gap_ev=7.820 e_homo_ev=-7.423 charge=0 relative_energy_kcal_mol=36.86
F -17.42 -66.16 34.82 0.0819
F -13.38 -73.20 34.41 0.0968
O -16.14 -67.86 40.48 -0.1463
O -18.85 -71.41 40.79 -0.1468
O -20.88 -67.88 36.67 0.1100
O -16.00 -71.72 40.87 -0.1986
O -14.88 -67.55 38.00 -0.1165
O -17.39 -78.92 39.38 -0.2029
O -16.68 -74.81 37.75 -0.1488
O -19.85 -68.40 34.62 0.0960
O -18.80 -67.62 39.80 -0.1728
O -18.82 -67.36 36.17 0.1466
O -12.58 -73.87 36.47 0.1898
O -19.82 -71.65 38.22 -0.1961
O -11.46 -73.62 38.32 0.1187
O -16.54 -70.53 35.74 -0.4187
O -12.78 -72.02 37.59 0.1008
O -15.79 -76.77 39.41 -0.0771
N -17.16 -70.05 38.44 0.3219
C -18.47 -67.66 41.17 -0.1955
C -20.67 -70.99 39.20 -0.1598
C -16.88 -71.48 41.97 -0.1422
C -19.98 -67.85 35.83 -0.5583
C -17.02 -67.31 41.47 -0.1510
C -18.35 -71.96 41.77 -0.3789
C -16.14 -78.87 40.21 -0.1044
C -19.52 -66.53 39.46 -0.1241
C -15.91 -74.51 38.87 -0.2317
C -14.70 -71.44 41.21 -0.1198
C -18.20 -80.10 39.45 -0.0801
C -15.12 -77.81 39.66 -0.3109
C -20.27 -71.70 40.46 -0.0958
C -18.65 -68.03 33.99 -0.0336
C -14.26 -67.91 39.23 -0.1286
C -17.35 -73.61 37.20 -0.0396
C -20.17 -71.37 36.84 -0.0674
C -13.58 -71.86 36.45 -0.0557
C -13.56 -73.22 35.73 -0.3050
C -14.98 -75.67 39.24 -0.2102
C -14.00 -67.81 37.09 -0.1850
C -12.26 -73.18 37.50 -0.6808
C -15.04 -67.26 40.43 -0.2955
C -17.90 -67.38 35.11 -0.3205
H -15.53 -79.90 39.97 0.1624
H -14.56 -71.62 36.59 0.0485
H -17.79 -72.88 37.77 0.0282
H -18.87 -79.82 38.70 0.0809
H -20.87 -70.49 36.85 0.0840
H -20.55 -69.93 39.40 0.1216
H -17.69 -80.81 39.11 -0.0091
H -17.99 -73.80 36.35 0.0875
H -19.14 -67.06 41.91 0.1600
H -20.63 -72.18 36.18 0.1196
H -16.59 -70.63 34.84 -0.1836
H -13.51 -68.75 37.03 0.0979
H -14.20 -75.76 38.31 0.1808
H -14.69 -70.49 41.61 0.0470
H -16.31 -78.64 41.26 0.1080
H -18.19 -69.05 33.59 0.1913
H -16.64 -72.30 42.82 0.1598
H -13.45 -67.31 39.09 0.0978
H -17.52 -70.14 39.33 0.0400
H -16.52 -69.14 38.58 0.1671
H -20.75 -71.35 41.30 0.0877
H -20.26 -66.39 40.31 0.1156
H -18.50 -68.75 41.44 0.1150
H -15.07 -66.10 40.46 0.1590
H -14.60 -67.71 36.10 0.1437
H -13.37 -67.21 36.94 -0.0156
H -16.71 -67.59 42.44 0.1130
H -16.60 -70.82 38.22 0.0708
H -16.57 -70.47 42.38 0.1281
H -15.01 -73.73 38.59 0.1544
H -14.01 -68.88 39.40 0.0952
H -13.99 -71.39 40.38 0.1024
H -14.37 -72.04 41.97 0.0732
H -19.94 -66.43 38.56 0.0278
H -12.91 -71.13 35.95 0.1611
H -16.38 -74.25 39.88 0.1412
H -17.89 -69.66 37.72 0.1681
H -21.71 -71.05 39.04 0.1159
H -18.45 -80.40 40.55 0.1301
H -18.50 -73.15 41.67 0.1679
H -18.69 -67.37 33.28 0.0769
H -17.02 -67.94 35.41 0.1307
H -20.41 -72.90 40.61 0.1867
H -17.06 -66.13 41.38 0.1612
H -16.51 -73.20 36.55 0.0751
H -19.43 -70.88 36.36 0.0169
H -14.62 -73.58 35.82 0.1642
H -14.30 -77.63 40.37 0.1454
H -14.39 -75.35 39.98 0.0815
H -18.95 -71.81 42.66 0.1170
H -14.88 -78.12 38.78 0.0728
H -18.86 -65.65 39.47 0.1010
H -14.45 -67.59 41.42 0.1629

=====

No. 4
40
Properties=species:S:1:pos:R:3:lowdin_charge:R:1 method="wB97M-V/def2-TZVPD" orbital_gap_ev=8.472 e_homo_ev=-7.860 charge=0 smiles=COc1ccccc1Nc1nc(N)nc(CSc2nncn2C)n1 relative_energy_kcal_mol=0.00
S 2.84 2.44 -0.11 0.9559
O -4.02 -1.39 -0.43 -0.0983
N 2.34 0.46 -1.93 0.0268
N 2.29 -2.95 0.89 0.1633
N -1.57 -0.66 0.16 0.1562
N 2.89 -0.69 -2.33 0.0169
N 4.18 0.15 -0.78 -0.1163
N 0.31 0.53 0.88 0.1827
N 0.35 -1.80 0.50 0.1895
N 2.30 -0.68 1.22 0.1673
C -3.82 -0.04 -0.29 -0.2091
C -2.22 1.70 0.18 -0.0141
C -3.22 2.65 0.03 -0.0908
C 3.98 -0.87 -1.64 -0.1774
C -4.81 0.92 -0.45 -0.0311
C 1.58 0.43 1.20 -0.4409
C -2.51 0.36 0.03 -0.1478
C -5.30 -1.85 -0.79 -0.0835
C 1.62 -1.78 0.86 -0.4568
C -4.50 2.26 -0.28 -0.0965
C 3.10 0.96 -1.00 -0.6928
C -0.28 -0.62 0.52 -0.3458
C 5.22 0.32 0.20 -0.0441
C 2.30 1.71 1.50 -0.3557
H -5.28 3.00 -0.40 0.0999
H 4.90 -0.12 1.15 0.0798
H 3.17 1.54 2.12 0.0720
H -1.91 -1.58 -0.08 0.1459
H -1.21 1.99 0.42 0.0873
H 1.85 -3.75 0.47 0.1030
H -5.82 0.64 -0.69 0.1012
H 3.29 -2.93 1.01 0.0961
H -5.21 -2.93 -0.87 0.0943
H 1.63 2.44 1.94 0.0775
H 4.63 -1.71 -1.74 0.1183
H -6.04 -1.60 -0.03 0.0966
H 6.13 -0.17 -0.15 0.0934
H -2.98 3.70 0.15 0.1003
H 5.41 1.38 0.34 0.0789
H -5.61 -1.45 -1.76 0.0980

=====

No. 5
276
Properties=species:S:1:pos:R:3:lowdin_charge:R:1 method="wB97M-V/def2-TZVPD" orbital_gap_ev=8.402 e_homo_ev=-7.923 charge=0
N -1.81 -4.03 3.75 -0.1814
N -5.16 5.52 2.18 -0.1720
N -0.52 -5.10 -4.40 -0.1719
N 5.47 3.00 -2.45 -0.1702
N 4.13 -2.08 6.01 -0.1669
N 1.35 5.99 1.03 -0.1800
N 2.75 -2.39 -4.97 -0.1867
N -0.59 2.17 5.17 -0.1756
N -3.07 1.07 -6.37 -0.1872
N -5.30 0.16 -0.96 -0.2041
N -2.73 5.33 -1.27 0.1757
N -0.04 0.54 -0.42 -0.1761
N 4.59 2.97 2.76 0.1687
N 2.73 -5.05 0.68 -0.1932
C -2.23 1.58 0.12 -0.0590
C 4.65 -3.44 5.80 -0.2344
C -1.47 3.65 -2.87 -0.0459
C -3.87 1.93 -5.59 -0.2903
C 3.09 -6.77 -1.28 -0.0556
C 3.71 -1.44 4.81 -0.2825
C -3.61 3.43 -5.82 -0.0770
C 3.15 -2.44 -2.55 -0.0851
C 3.82 -2.10 8.51 -0.0687
C -6.41 4.77 2.33 -0.2689
C 3.89 -5.47 1.52 -0.2365
C 2.19 -6.09 -0.15 -0.2374
C 0.54 -0.44 -1.28 -0.2623
C -3.96 4.67 2.21 -0.2546
C -3.63 -1.18 -5.48 -0.0628
C -0.61 1.61 6.49 -0.2445
C 1.77 3.15 5.42 -0.0919
C -2.67 5.38 2.65 -0.0729
C -0.34 -4.13 -3.24 -0.1989
C 3.60 -4.49 5.52 -0.0809
C -5.78 2.01 -2.56 -0.0816
C -5.97 7.64 1.19 -0.0944
C -2.61 -3.85 1.31 -0.0928
C 0.77 2.32 4.59 -0.2424
C -3.72 -0.21 -6.67 -0.2278
C -1.44 -4.54 -5.39 -0.2529
C 1.33 5.77 2.46 -0.2535
C 0.93 7.66 -0.66 -0.0687
C -2.18 4.56 -1.94 -0.2482
C -1.64 -5.42 -6.67 -0.0831
C 0.33 6.82 0.48 -0.2779
C 4.24 3.25 -3.22 -0.2505
C 3.24 -0.10 -5.99 -0.0679
C 3.25 -4.07 -6.71 -0.0904
C 0.38 -0.11 -2.77 -0.0595
C 5.01 2.16 2.06 -0.2826
C 6.00 1.69 -2.56 -0.2913
C -5.30 -1.27 -0.75 -0.2575
C 1.98 0.74 1.00 -0.0703
C 0.21 -2.73 4.46 -0.0645
C 3.75 -1.37 -5.33 -0.2587
C -0.30 0.09 6.65 -0.0565
C 0.50 0.54 0.93 -0.2520
C 5.64 1.12 1.23 -0.0590
C -5.74 0.48 -2.32 -0.2288
C -2.94 1.69 4.51 -0.0863
C 1.11 -3.25 0.50 -0.0648
C 3.04 2.54 -2.74 -0.1000
C 4.94 4.90 -0.89 -0.0683
C -1.67 1.02 -5.93 -0.2412
C -1.47 0.39 -0.37 -0.2472
C 0.44 -7.04 -3.31 -0.0933
C 2.24 -3.16 -6.11 -0.2467
C -6.76 4.38 3.77 -0.0831
C 1.77 7.05 3.22 -0.0660
C -2.39 -6.15 5.04 -0.0798
C 0.13 3.83 0.57 -0.0813
C -0.73 -6.51 -4.05 -0.2668
C -6.07 0.79 0.04 -0.2905
C 3.73 0.07 4.85 -0.0823
C -5.22 6.36 0.96 -0.2739
C -2.30 -3.17 2.65 -0.2525
C -0.78 0.08 -6.78 -0.0613
C -1.62 -4.05 -2.38 -0.0765
C 7.55 1.61 -2.49 -0.0687
C -1.26 -3.20 4.77 -0.2626
C -2.89 -4.93 4.25 -0.2317
C -4.56 -2.06 -1.83 -0.0923
C -5.63 0.55 1.49 -0.0829
C 3.18 -1.98 7.14 -0.2418
C 1.75 -4.29 1.43 -0.2420
C -1.49 1.57 4.19 -0.2742
C 3.15 -3.19 -3.86 -0.2790
C 1.42 4.66 0.35 -0.1918
C 4.82 -4.35 1.83 -0.1043
C 5.32 3.43 -1.07 -0.2657
H 5.25 -3.87 0.96 0.0700
H 0.86 7.11 -1.59 0.0566
H -3.82 4.16 1.22 0.1140
H 3.51 -4.86 -6.03 0.0679
H 0.24 0.11 -6.43 0.0429
H -4.91 1.71 -5.79 0.1076
H -0.42 -0.07 7.74 0.0831
H -7.12 0.47 -0.08 0.1214
H 2.43 -4.04 -3.84 0.1098
H -3.66 -4.39 4.77 0.1129
H 4.38 -3.04 8.67 0.0752
H 0.67 -0.17 6.22 0.0393
H 4.16 0.46 -6.07 0.0631
H 2.15 -2.23 -2.22 0.0161
H -1.82 -4.61 1.10 0.0830
H 4.02 -7.16 -0.90 0.0466
H 2.87 -4.60 -7.60 0.0877
H -1.25 2.02 -5.97 0.0991
H 2.38 -2.75 7.01 0.1063
H -5.27 8.39 1.64 0.0824
H 1.73 -6.84 0.48 0.1098
H 1.01 -4.98 1.88 0.1199
H 1.38 -6.83 -3.81 0.0806
H -3.94 3.77 -6.82 0.0759
H 0.53 -2.21 5.35 0.0274
H -4.86 -1.55 0.19 0.0919
H -1.74 -0.53 0.25 0.1338
H 4.89 0.67 0.62 0.0485
H -6.84 5.29 4.34 0.0686
H -3.20 -6.85 5.27 0.0727
H 4.03 4.35 -3.24 0.1247
H 4.39 2.98 -4.26 0.1106
H 1.87 6.91 4.29 0.0586
H -4.19 4.04 -5.10 0.0769
H 4.24 -1.07 -4.40 0.0927
H -4.93 2.58 -2.19 0.0730
H -1.65 -6.62 -3.48 0.1121
H -6.33 3.82 1.77 0.1001
H 1.90 8.00 -0.39 0.0636
H -1.78 0.10 -1.33 0.0886
H -3.87 -2.24 -5.64 0.0740
H -1.07 -0.48 6.11 0.0466
H -0.69 -5.65 -7.11 0.0610
H -1.58 -6.72 4.59 0.0746
H 2.62 3.39 4.79 0.0463
H -5.90 2.17 -3.63 0.0503
H -7.28 5.34 2.04 0.1012
H 2.70 -1.76 4.47 0.0986
H -4.72 0.07 -6.83 0.0822
H -2.21 -6.34 -6.50 0.0637
H 2.80 7.36 2.89 0.0876
H -1.76 -4.94 -1.75 0.0780
H -1.55 -2.41 2.41 0.0832
H 5.56 5.57 -1.47 0.0783
H -6.31 -1.68 -0.70 0.1203
H -2.21 3.06 -3.47 0.0624
H 3.27 1.51 -2.56 0.0637
H -2.50 -3.94 -2.98 0.0453
H 4.53 -1.84 -5.89 0.0961
H 4.93 5.19 0.15 0.0713
H 0.21 -0.46 1.31 0.1037
H -6.75 2.39 -2.18 0.0789
H 3.55 -5.97 2.45 0.1193
H 3.58 -3.03 -1.70 0.0827
H -3.69 -1.53 -2.20 0.0609
H 2.56 -0.16 0.86 0.0539
H 2.88 0.46 5.42 0.0355
H -0.01 7.51 1.25 0.1057
H 0.26 8.54 -0.81 0.0791
H -2.05 -5.81 6.01 0.0502
H 5.22 -3.67 6.67 0.0891
H 0.31 -8.11 -3.10 0.0894
H 5.73 1.21 -3.49 0.0997
H -1.55 1.83 6.98 0.1089
H -1.91 -2.36 5.07 0.1056
H 3.66 -1.44 -2.46 0.0814
H -3.51 1.41 3.62 0.0575
H 1.28 1.31 4.41 0.1050
H 2.13 2.64 6.33 0.0683
H -1.89 1.94 1.10 0.0549
H -0.14 -3.17 -3.69 0.0964
H -2.38 6.13 1.91 0.0596
H 4.50 -6.19 0.95 0.1080
H 2.99 -2.15 9.19 0.0627
H 3.73 0.50 3.84 0.0442
H -3.56 -4.40 1.29 0.0729
H -6.88 7.59 1.76 0.0579
H 5.83 0.37 1.99 0.0775
H -4.22 -0.84 -4.63 0.0420
H 1.94 -2.56 0.28 0.0640
H -1.24 -3.76 5.69 0.1021
H -2.57 -1.17 -5.21 0.0503
H -3.48 -0.65 -7.66 0.1253
H 5.56 0.94 -1.84 0.1154
H -6.11 8.09 0.21 0.0728
H -0.70 3.03 -2.40 0.0602
H 2.28 2.60 -3.52 0.0804
H 1.57 -0.64 -1.00 0.0843
H -3.78 1.71 -4.51 0.0901
H 0.70 0.89 -2.90 0.0375
H -4.55 0.62 1.54 0.0393
H 3.33 -6.06 -2.07 0.0657
H -5.20 -2.35 -2.67 0.0805
H 0.63 -3.66 -0.37 0.0496
H 8.01 2.32 -3.14 0.0653
H 2.31 4.16 0.75 0.0990
H -0.57 6.28 0.19 0.0711
H 0.16 2.16 7.04 0.0968
H 6.23 3.23 -0.50 0.1005
H 0.85 -3.60 4.29 0.0614
H 5.36 -3.47 4.97 0.1083
H -5.74 5.81 0.17 0.1092
H 1.78 -2.49 -6.87 0.1232
H -3.17 2.72 4.64 0.0566
H 2.52 -7.64 -1.56 0.0588
H -4.13 3.87 2.98 0.0907
H -2.47 -4.37 -5.05 0.0907
H 2.54 2.94 -1.89 0.0425
H 2.25 -3.75 2.24 0.0921
H 1.46 -3.77 -5.63 0.0928
H 3.89 5.02 -1.25 0.0621
H -2.20 2.44 -0.52 0.0373
H 2.55 0.28 -5.23 0.0642
H -1.56 0.79 -4.83 0.0944
H -3.21 -2.64 2.98 0.1187
H -1.06 -0.98 -6.74 0.0576
H 2.79 -0.19 -6.98 0.0664
H 4.16 -3.65 -3.97 0.1211
H 7.88 0.65 -2.86 0.0705
H -0.65 -0.23 -3.19 0.0605
H -2.55 -3.12 0.52 0.0341
H -2.21 -4.83 -7.42 0.0767
H 4.13 -3.59 -7.03 0.0499
H -0.86 -7.01 -5.03 0.1053
H -5.79 -0.46 1.84 0.0615
H -4.24 6.57 0.59 0.0708
H -2.82 5.84 3.64 0.0870
H 0.50 -4.43 -2.62 0.0716
H 4.65 0.49 5.29 0.0930
H 2.87 -4.55 6.29 0.0541
H -6.71 -0.06 -2.52 0.1405
H 1.29 4.09 5.74 0.0860
H 2.01 4.97 2.62 0.0858
H -1.06 -3.57 -5.69 0.0899
H -1.90 4.64 2.75 0.0372
H -5.01 0.12 -3.05 0.0662
H 2.64 -1.09 7.00 0.0740
H -6.06 1.92 -0.11 0.1146
H 0.41 -2.62 1.07 0.0517
H -3.40 1.11 5.32 0.0845
H 4.62 2.77 -0.50 0.0867
H -5.98 3.70 4.15 0.0573
H 0.04 -1.42 -1.16 0.0976
H -7.69 3.81 3.74 0.0692
H 4.35 -1.74 3.97 0.1055
H 1.36 -5.68 -0.73 0.0742
H 0.07 3.34 1.50 0.0287
H -2.57 3.78 -5.76 0.0523
H -1.56 -3.24 -1.67 0.0418
H 0.28 -1.99 3.65 0.0589
H -1.22 0.48 3.96 0.1292
H -0.80 0.46 -7.81 0.0867
H 0.37 5.45 2.91 0.1030
H 4.02 -5.48 5.42 0.0746
H 0.08 3.02 -0.13 0.0403
H -0.87 4.21 -3.58 0.0811
H -4.19 -3.02 -1.44 0.0575
H 5.70 -4.68 2.42 0.0874
H 2.22 1.05 2.03 0.0653
H 2.30 1.51 0.29 0.0783
H 7.83 1.80 -1.45 0.0524
H -3.31 -5.26 3.31 0.0919
H 4.50 -1.29 8.73 0.0750
H 1.00 -0.77 -3.41 0.0600
H -3.27 1.23 0.17 0.0557
H 0.69 2.78 3.62 0.0785
H -0.76 4.46 0.49 0.0484
H 3.09 -4.23 4.60 0.0445
H 1.09 7.84 3.08 0.0411
H 6.57 1.34 0.68 0.0888
H 1.41 4.86 -0.72 0.0945
H 0.49 -6.48 -2.37 0.0430
H -1.28 2.13 3.26 0.0859
H -6.13 1.31 2.17 0.0882
H 4.40 -3.56 2.43 0.0322
H -0.03 1.28 1.53 0.0723